Formula: C9H8Br2ClNO4Sr
Source: OMol25
Level of theory: wB97M-V/def2-TZVPD

Calculated values
Orbital gap = 6.77 eV
Maximum force = 0.38 eV/A
Molecular weight = 477.05 g/mol
E_HOMO = -7.6 eV
LUMO energy = -0.8 eV
E_tot = -172588.3331 eV

Atoms and positions in Å:
Sr: 1.4572 0.7519 -0.9174
O: 0.4947 -3.9400 -0.6153
C: 0.4845 -2.6110 -0.6763
O: 1.4797 -1.9511 -0.8885
C: -0.8626 -1.9952 -0.4667
C: -2.0399 -2.7025 -0.3452
C: -3.2156 -1.9653 -0.2117
C: -3.1596 -0.5851 -0.2111
C: -1.9187 0.0394 -0.3162
N: -0.8000 -0.6649 -0.4360
C: -1.7718 1.5720 -0.3324
O: -2.8028 2.2177 -0.4136
O: -0.5597 1.9819 -0.2737
H: 1.4089 -4.2244 -0.7687
H: -2.0434 -3.7826 -0.3627
H: -4.1657 -2.4752 -0.1190
H: -4.0407 0.0364 -0.1332
Br: 1.3305 1.3527 2.5735
C: 0.8792 3.1709 2.0832
Br: 2.1898 3.9430 0.9078
H: 0.8410 3.7532 2.9928
H: -0.0564 3.1288 1.5413
Cl: 3.8854 1.9584 -2.0002
C: 3.9408 1.0034 -0.3743
H: 4.3337 1.7332 0.3329
H: 4.7114 0.2545 -0.5693

---

Formula: C24H26GeO6Se3SnTe
Source: OMol25
Level of theory: wB97M-V/def2-TZVPD

Calculated values
Orbital gap (alpha / beta) = 7.32 / 5.48 eV
Maximum force = 1.62 eV/A
Molecular weight = 966.27 g/mol
Energy relative to the best compared isomer or geometry (same formula, charge and spin) = 0.00 kcal per mole
E_HOMO (alpha / beta) = -10.3 / -10.4 eV
Multiplicity = 2
LUMO energy (alpha / beta) = -3.0 / -4.9 eV
E_tot = -303271.0927 eV
Net charge = +1

Atoms and positions in Å:
Sn: 0.4801 -0.7180 2.6651
O: 0.6683 2.4005 6.1263
C: 0.6092 1.8428 4.9435
O: 1.0235 0.7286 4.7177
C: -0.0177 2.7185 3.8872
O: -0.2063 1.9378 2.7361
C: -0.4982 2.6705 1.5697
C: -0.3464 1.7969 0.3267
O: -0.7932 2.1551 -0.7336
O: 0.3292 0.7011 0.4682
H: 1.0957 1.8182 6.7818
H: 0.6504 3.5655 3.6826
H: -0.9632 3.1167 4.2750
H: 0.2088 3.5032 1.4512
H: -1.5159 3.0764 1.5951
Se: 3.0941 -0.8710 3.0078
Se: 4.1043 -2.6946 1.9668
Te: 2.6891 -4.7236 2.4232
Se: 0.4116 -3.9089 2.2568
C: -3.6599 -1.7446 4.2013
C: -2.2462 -1.8773 4.6681
C: -1.9060 -3.1124 5.4270
O: -1.4016 -1.0424 4.3783
H: -4.3735 -2.0765 4.9502
H: -3.7674 -2.3980 3.3332
H: -3.8826 -0.7251 3.8918
H: -2.6330 -3.3268 6.2049
H: -0.9092 -3.0405 5.8523
H: -1.9174 -3.9383 4.7139
C: 2.0816 -1.3188 -0.8162
Ge: 0.8685 0.1315 -1.4510
C: 1.7867 1.7907 -2.0405
C: 1.1123 2.7037 -2.8408
C: 1.7452 3.8621 -3.2518
C: 3.0574 4.1047 -2.8813
C: 3.7292 3.2057 -2.0712
C: 3.0938 2.0500 -1.6489
C: -0.7672 -0.5876 -2.3289
C: -1.9620 -0.7049 -1.6671
C: -3.0902 -1.2455 -2.3037
C: -3.0022 -1.6805 -3.5961
C: -1.7808 -1.6110 -4.2974
C: -1.6580 -2.1172 -5.6085
C: -0.4639 -2.0682 -6.2703
C: 0.6596 -1.5018 -5.6466
C: 0.5716 -1.0009 -4.3786
C: -0.6413 -1.0469 -3.6628
H: 2.5028 -1.8434 -1.6674
H: 1.5023 -2.0254 -0.2228
H: 2.8917 -0.9230 -0.2094
H: 0.0867 2.5065 -3.1205
H: 1.2123 4.5788 -3.8590
H: 3.5556 4.9963 -3.2262
H: 4.7458 3.4095 -1.7675
H: 3.6235 1.3492 -1.0161
H: -2.0439 -0.3764 -0.6376
H: -4.0214 -1.3194 -1.7609
H: -3.8645 -2.0943 -4.0999
H: -2.5299 -2.5559 -6.0706
H: -0.3735 -2.4634 -7.2709
H: 1.5986 -1.4686 -6.1754
H: 1.4468 -0.5692 -3.9019

---

Formula: C5H8NS
Source: OMol25
Level of theory: wB97M-V/def2-TZVPD

Calculated values
Orbital gap (alpha / beta) = 7.37 / 7.37 eV
Maximum force = 5.13 eV/A
Molecular weight = 114.19 g/mol
Energy relative to the best compared isomer or geometry (same formula, charge and spin) = 46.37 kcal per mole
E_HOMO (alpha / beta) = -12.7 / -12.7 eV
LUMO energy (alpha / beta) = -5.4 / -5.4 eV
E_tot = -17630.9203 eV
Net charge = +1

Atoms and positions in Å:
C: -1.6573 -1.0490 0.1825
C: -1.8129 -2.1987 0.8679
C: 0.5897 -1.3591 0.6729
C: -0.2705 0.6875 -0.6862
C: 1.0054 1.4135 -0.8487
N: -0.4129 -0.4981 0.0458
S: -0.4399 -2.9368 1.5281
H: -2.3686 -0.3932 -0.1687
H: -2.7828 -2.7109 1.0557
H: 1.3697 -0.7625 1.1597
H: 1.0402 -1.9550 -0.1292
H: -1.2202 1.1173 -0.8506
H: 0.9783 2.2406 -1.4659
H: 1.7703 0.7415 -1.3256
H: 1.3105 1.7471 0.1232

---

Formula: C4H15N4
Source: OMol25
Level of theory: wB97M-V/def2-TZVPD

Calculated values
Orbital gap (alpha / beta) = 9.59 / 3.11 eV
Maximum force = 5.73 eV/A
Molecular weight = 119.19 g/mol
Energy relative to the best compared isomer or geometry (same formula, charge and spin) = 63.95 kcal per mole
E_HOMO (alpha / beta) = -16.8 / -16.7 eV
Multiplicity = 2
LUMO energy (alpha / beta) = -7.2 / -13.6 eV
E_tot = -10331.0753 eV
Net charge = +2

Atoms and positions in Å:
C: 0.8318 -1.3483 2.4598
N: -0.8154 0.7217 3.2456
C: -0.8499 0.1644 1.8979
N: -0.1578 -0.7948 1.4725
H: 1.2868 -2.3045 2.0610
H: 0.3232 -1.4914 3.3632
H: 1.6279 -0.6331 2.5792
H: -0.5571 1.7030 3.0848
H: -1.7806 0.8589 3.5708
H: -1.6186 0.6464 1.2841
C: -0.2712 0.9477 -2.1846
N: 0.5905 1.9312 -2.8568
C: 0.5411 -0.3540 -2.1116
N: -0.1109 -1.3318 -1.1727
H: -1.2109 0.8365 -2.7429
H: -0.5136 1.1742 -1.1644
H: 0.0291 2.7451 -3.0557
H: 1.2523 2.3330 -2.1278
H: 1.5525 -0.2031 -1.6961
H: 0.6678 -0.8161 -3.1292
H: 0.3235 -2.3018 -1.3086
H: -0.0008 -1.0817 -0.0800
H: -1.1397 -1.4014 -1.3885

---

Formula: C42H44Cl4N8
Source: OMol25
Level of theory: wB97M-V/def2-TZVPD

Calculated values
Orbital gap = 9.42 eV
Maximum force = 1.68 eV/A
Molecular weight = 802.68 g/mol
Energy relative to the best compared isomer or geometry (same formula, charge and spin) = 15.67 kcal per mole
E_HOMO = -9.1 eV
LUMO energy = 0.3 eV
E_tot = -106276.1301 eV

Atoms and positions in Å:
N: 1.6130 6.0645 -0.1188
C: 0.3982 5.7496 0.3368
C: 0.0361 4.5252 0.9035
C: 1.0002 3.5263 0.8388
C: 2.2301 3.7696 0.2511
C: 2.4667 5.0445 -0.2231
H: -0.3227 6.5599 0.2803
H: -0.9125 4.4049 1.4013
H: 0.7512 2.5218 1.1718
H: 3.0129 3.0238 0.2193
H: 3.4310 5.1902 -0.7041
N: 2.5968 -6.1761 -0.2736
C: 1.7145 -5.3386 -0.7979
C: 1.6772 -4.9681 -2.1429
C: 2.6321 -5.5255 -2.9732
C: 3.6749 -6.2586 -2.4150
C: 3.5837 -6.6145 -1.0752
H: 0.9949 -4.9540 -0.0809
H: 0.8821 -4.3343 -2.5098
H: 2.5896 -5.4134 -4.0493
H: 4.3992 -6.7698 -3.0345
H: 4.1905 -7.4003 -0.6450
N: -2.8577 2.8757 0.5594
C: -3.9950 3.5916 0.6398
C: -4.7936 3.8196 -0.4641
C: -4.5553 3.1640 -1.6532
C: -3.4183 2.3808 -1.7060
C: -2.5603 2.2944 -0.6132
H: -4.0999 4.1301 1.5718
H: -5.6943 4.4196 -0.3884
H: -5.1392 3.3074 -2.5510
H: -3.1409 1.8618 -2.6144
H: -1.6913 1.6499 -0.6201
N: 0.6957 -2.1175 0.7111
C: 1.3483 -1.7872 -0.4065
C: 1.3378 -0.5399 -1.0041
C: 0.4396 0.3675 -0.4646
C: -0.2588 0.0683 0.6792
C: -0.0088 -1.1501 1.2979
H: 1.9113 -2.5338 -0.9590
H: 2.0067 -0.2990 -1.8156
H: 0.3083 1.3300 -0.9462
H: -0.9268 0.7829 1.1377
H: -0.4772 -1.4397 2.2328
N: -0.2654 1.7829 -3.3861
C: -0.0512 3.0488 -2.9635
C: -0.5100 4.1917 -3.5852
C: -1.4611 4.0299 -4.5903
C: -1.7285 2.7498 -5.0451
C: -1.0754 1.6789 -4.4586
H: 0.6254 3.0622 -2.1161
H: -0.2294 5.1505 -3.1706
H: -1.9086 4.8855 -5.0788
H: -2.5543 2.5871 -5.7252
H: -1.3574 0.6665 -4.7259
N: 4.0757 1.3095 1.8089
C: 4.0250 2.5864 2.1842
C: 3.0017 3.1410 2.9359
C: 2.0178 2.2930 3.4050
C: 2.0153 0.9655 2.9939
C: 3.0358 0.5457 2.1409
H: 4.8274 3.2401 1.8566
H: 3.0129 4.1871 3.2102
H: 1.2113 2.6192 4.0520
H: 1.2302 0.2798 3.2816
H: 3.0137 -0.4768 1.7788
N: -2.0496 -5.5701 3.6247
C: -1.5004 -6.6201 3.0361
C: -0.2175 -6.5607 2.4886
C: 0.5086 -5.4066 2.6091
C: -0.0507 -4.3185 3.2801
C: -1.3761 -4.4158 3.6949
H: -2.1692 -7.4599 2.8915
H: 0.1259 -7.4170 1.9201
H: 1.5122 -5.3534 2.2056
H: 0.5208 -3.4087 3.4013
H: -1.8863 -3.5690 4.1335
N: -0.6636 0.6489 4.3701
C: -1.4576 1.2444 3.4543
C: -2.5941 0.6360 2.9622
C: -3.0079 -0.5811 3.5011
C: -2.2222 -1.1510 4.4885
C: -1.0680 -0.5036 4.8994
H: -1.1964 2.2773 3.2686
H: -3.2277 1.0842 2.2110
H: -3.9619 -1.0341 3.2706
H: -2.5673 -2.0707 4.9452
H: -0.4387 -0.9331 5.6696
C: -1.7577 -1.5011 -2.5153
Cl: -3.1427 -0.9730 -1.4925
Cl: -2.3437 -1.8547 -4.1377
H: -1.0199 -0.7054 -2.4598
H: -1.3319 -2.4073 -2.0969
C: 2.1152 0.2800 -5.0242
Cl: 3.5451 -0.1708 -5.9273
Cl: 1.0431 -1.1400 -4.7415
H: 2.3323 0.7013 -4.0522
H: 1.5268 0.9254 -5.6637

---

Formula: C35H47N3O3PS2TeTi
Source: OMol25
Level of theory: wB97M-V/def2-TZVPD

Calculated values
Orbital gap = 6.62 eV
Maximum force = 0.73 eV/A
Molecular weight = 828.35 g/mol
Energy relative to the best compared isomer or geometry (same formula, charge and spin) = 7.26 kcal per mole
E_HOMO = -10.0 eV
LUMO energy = -3.4 eV
E_tot = -109039.2865 eV
Net charge = +1

Atoms and positions in Å:
Ti: 0.8669 -1.2491 1.2748
N: 2.7082 -2.5935 0.8709
C: 3.5822 -2.7223 2.0040
C: 4.8876 -3.1072 1.9300
C: 5.6571 -3.2327 3.1052
C: 5.1041 -2.9917 4.3283
C: 3.7578 -2.5720 4.4289
C: 3.1231 -2.2676 5.6534
C: 1.8312 -1.8291 5.6501
C: 1.1709 -1.6529 4.4231
N: 1.7292 -1.9239 3.2615
C: 3.0037 -2.4144 3.2509
H: 2.2119 -3.4663 0.7175
H: 3.2215 -2.3610 0.0319
H: 5.3350 -3.3270 0.9664
H: 6.6933 -3.5369 3.0264
H: 5.6881 -3.1058 5.2343
H: 3.6728 -2.3840 6.5817
H: 1.3098 -1.5888 6.5661
H: 0.1630 -1.2703 4.3878
C: -1.9092 -3.5064 2.3381
C: -0.8551 -2.5282 1.9513
O: 0.1077 -2.9656 1.1045
N: -0.7532 -1.2898 2.2871
Te: -1.6320 -1.0177 -0.7396
C: -2.2202 1.0162 -0.8558
C: -1.7254 1.9022 -1.8228
C: -0.7488 1.5032 -2.8972
C: -2.2058 3.2120 -1.8236
C: -3.1571 3.6533 -0.9168
C: -3.6704 5.0683 -0.9476
C: -3.6315 2.7477 0.0282
C: -3.1784 1.4378 0.0782
C: -3.7489 0.5089 1.1215
C: -1.7907 -1.5867 -2.7845
C: -3.0040 -1.3907 -3.4597
C: -4.2237 -0.7675 -2.8260
C: -3.0934 -1.8025 -4.7883
C: -2.0394 -2.4175 -5.4474
C: -2.1584 -2.8432 -6.8854
C: -0.8680 -2.6454 -4.7354
C: -0.7258 -2.2484 -3.4153
C: 0.5633 -2.5516 -2.7014
H: -1.4490 -4.4545 2.6212
H: -2.5452 -3.6887 1.4697
H: -2.5151 -3.1116 3.1489
H: 0.0146 0.8328 -2.5137
H: -0.2575 2.3851 -3.3121
H: -1.2593 0.9903 -3.7161
H: -1.8256 3.9040 -2.5705
H: -3.1346 5.6693 -1.6815
H: -3.5632 5.5443 0.0291
H: -4.7314 5.0892 -1.2046
H: -4.3711 3.0751 0.7535
H: -4.3253 1.0708 1.8551
H: -2.9746 -0.0496 1.6528
H: -4.4148 -0.2279 0.6642
H: -4.3838 -1.1457 -1.8148
H: -5.1114 -0.9935 -3.4167
H: -4.1347 0.3184 -2.7569
H: -4.0298 -1.6469 -5.3164
H: -3.1809 -2.7370 -7.2458
H: -1.8575 -3.8852 -7.0114
H: -1.5116 -2.2367 -7.5237
H: -0.0409 -3.1577 -5.2217
H: 1.2230 -3.1456 -3.3363
H: 0.3879 -3.1104 -1.7798
H: 1.0815 -1.6309 -2.4454
C: 4.3924 2.9651 -0.3068
C: 2.9887 3.5271 -0.3990
C: 2.4177 3.5110 -1.8002
O: 2.0383 2.8312 0.4940
P: 1.9999 1.3186 0.8991
S: 3.1682 0.6833 2.3275
S: 2.0010 0.0099 -0.6282
O: 0.4532 1.0795 1.3488
C: -0.3997 1.8572 2.2834
C: 0.2183 1.9910 3.6576
C: -0.7456 3.1949 1.6642
H: 5.0607 3.5791 -0.9135
H: 4.4328 1.9425 -0.6903
H: 4.7547 2.9734 0.7214
H: 2.9760 4.5396 -0.0060
H: 2.4032 2.4956 -2.2013
H: 3.0343 4.1331 -2.4527
H: 1.4004 3.9066 -1.8001
H: -1.2786 1.2233 2.3374
H: 1.1211 2.6002 3.6324
H: 0.4641 1.0208 4.0834
H: -0.5079 2.4811 4.3098
H: 0.0843 3.8950 1.7563
H: -1.6084 3.6121 2.1881
H: -1.0077 3.0799 0.6117

---

Formula: C16H24ClNO
Source: OMol25
Level of theory: wB97M-V/def2-TZVPD

Calculated values
Orbital gap = 10.06 eV
Maximum force = 0.47 eV/A
Molecular weight = 281.83 g/mol
Energy relative to the best compared isomer or geometry (same formula, charge and spin) = 2.02 kcal per mole
E_HOMO = -9.3 eV
LUMO energy = 0.7 eV
E_tot = -33042.4495 eV

Atoms and positions in Å:
C: -6.1749 -1.4627 0.2914
C: -6.0740 -0.1119 -0.4078
C: -5.1057 0.8515 0.2793
C: -3.6461 0.4087 0.1935
C: -2.7101 1.4611 0.7849
C: -1.2526 1.0079 0.8537
C: -0.6354 0.8118 -0.5315
N: 0.8006 0.5946 -0.4617
C: 1.6400 1.6092 -0.7537
O: 1.2594 2.7100 -1.0971
C: 3.1260 1.2830 -0.6563
H: 3.3633 0.3013 -1.0649
H: 3.6928 2.0660 -1.1589
Cl: 3.6286 1.2816 1.0523
C: 1.2316 -0.7120 -0.0940
C: 1.4434 -1.0126 1.2453
C: 1.8380 -2.2835 1.6201
C: 2.0199 -3.2583 0.6542
C: 1.8050 -2.9590 -0.6785
C: 1.4069 -1.6886 -1.0771
C: 1.1680 -1.3946 -2.5279
H: 1.2308 -0.3287 -2.7348
H: 1.8937 -1.9185 -3.1463
H: 0.1749 -1.7384 -2.8192
H: 1.9480 -3.7215 -1.4307
H: 2.3312 -4.2522 0.9385
H: 2.0055 -2.5096 2.6619
H: 1.3050 -0.2418 1.9872
H: -0.7905 1.7110 -1.1329
H: -1.0850 -0.0478 -1.0339
H: -0.6712 1.7687 1.3792
H: -1.1852 0.0752 1.4188
H: -3.0455 1.6978 1.7974
H: -2.7731 2.3778 0.1947
H: -3.5123 -0.5294 0.7349
H: -3.3925 0.2339 -0.8538
H: -5.3902 0.9594 1.3286
H: -5.1992 1.8342 -0.1897
H: -5.7595 -0.2615 -1.4433
H: -7.0650 0.3478 -0.4280
H: -6.9330 -2.0791 -0.1865
H: -5.2294 -1.9971 0.2492
H: -6.4500 -1.3302 1.3356

---

Formula: C8H14N2O
Source: OMol25
Level of theory: wB97M-V/def2-TZVPD

Calculated values
Orbital gap = 9.32 eV
Maximum force = 0.70 eV/A
Molecular weight = 154.21 g/mol
Energy relative to the best compared isomer or geometry (same formula, charge and spin) = 0.00 kcal per mole
E_HOMO = -8.5 eV
LUMO energy = 0.8 eV
E_tot = -13550.6639 eV

Atoms and positions in Å:
O: 0.0673 0.8945 -1.2210
C: 0.0797 2.0394 -0.3756
C: -1.2668 0.5221 -1.5483
C: -0.6355 1.7751 0.9419
C: -2.0708 0.1577 -0.3081
C: -2.0733 1.3294 0.6742
H: 1.1456 2.2942 -0.2196
H: -0.3965 2.8902 -0.8999
H: -1.1842 -0.3312 -2.2487
H: -1.7601 1.3535 -2.0875
H: -0.0913 0.9803 1.4874
H: -0.6106 2.6891 1.5658
H: -3.1014 -0.1177 -0.6035
H: -1.6083 -0.7292 0.1662
H: -2.6350 2.1726 0.2281
H: -2.5798 1.0494 1.6179
N: 2.0158 -2.9448 1.4711
C: 1.1982 -1.9543 1.1510
C: 2.9376 -2.9936 0.4528
C: 2.6746 -2.0242 -0.4907
N: 1.5600 -1.3710 -0.0269
H: 0.3371 -1.6204 1.7298
H: 3.7455 -3.7253 0.4501
H: 3.1660 -1.7481 -1.4237
H: 1.0860 -0.5874 -0.4829